{
  "formula": "C20H30BN8RuS4",
  "method": "the ωB97M-V functional and the def2-TZVPD basis",
  "symbols": ["Ru", "C", "C", "N", "N", "C", "B", "N", "C", "C", "C", "N", "N", "C", "C", "C", "N", "N", "C", "C", "C", "N", "H", "H", "H", "H", "H", "H", "H", "H", "H", "H", "H", "H", "C", "C", "S", "C", "C", "S", "C", "C", "S", "H", "H", "H", "H", "H", "H", "H", "H", "H", "H", "H", "H", "C", "S", "C", "H", "H", "H", "H", "H", "H"],
  "coordinates": [[-0.40018, -1.20008, 0.41404], [-1.89796, 2.78597, 1.40266], [-2.13935, 1.46836, 1.04552], [-1.00009, 0.88314, 0.64869], [-0.01523, 1.81298, 0.74972], [-0.53463, 2.95866, 1.20990], [1.47268, 1.36916, 0.57391], [1.78391, 0.36775, 1.71716], [2.49747, 0.52518, 2.83795], [2.31079, -0.57776, 3.65694], [1.41814, -1.37369, 2.96931], [1.09202, -0.80355, 1.79385], [1.58202, 0.57396, -0.76917], [2.35928, 0.85041, -1.81694], [2.15960, -0.12072, -2.79384], [1.21801, -0.97078, -2.25509], [0.87220, -0.55109, -1.01961], [2.40879, 2.52373, 0.51364], [3.76433, 2.56677, 0.69150], [4.21143, 3.76846, 0.22366], [3.05240, 4.41221, -0.25772], [1.97612, 3.66514, -0.10263], [-2.59963, 3.51022, 1.77967], [-3.06654, 0.91721, 1.06509], [0.09625, 3.81849, 1.35766], [3.08412, 1.41378, 3.00201], [2.76123, -0.76291, 4.61637], [1.00186, -2.32435, 3.25822], [3.00040, 1.71836, -1.81173], [2.64982, -0.19970, -3.74857], [0.79164, -1.86281, -2.67836], [4.31413, 1.74066, 1.11237], [5.22290, 4.13570, 0.22620], [2.96949, 5.39148, -0.70220], [-0.09899, -4.46640, 1.77174], [-1.31209, -3.89238, 2.50653], [-1.85799, -2.18658, 2.08905], [-3.32209, -2.43125, 1.04105], [-3.04894, -3.18196, -0.23930], [-1.71155, -2.38621, -1.20854], [-0.88396, -3.85117, -1.93375], [0.17038, -4.52478, -1.07168], [-0.46734, -5.49285, 0.32270], [0.42664, -5.11459, 2.47455], [0.61599, -3.69464, 1.47924], [-1.13031, -3.84630, 3.58048], [-2.19662, -4.51442, 2.36279], [-3.70168, -1.42449, 0.85594], [-4.07608, -2.94694, 1.63837], [-3.93586, -3.19774, -0.87315], [-2.73147, -4.20461, -0.04106], [-0.47375, -3.52159, -2.88804], [-1.70973, -4.52515, -2.16744], [0.91492, -3.81059, -0.71147], [0.70563, -5.23061, -1.71009], [-3.02114, 4.35139, -1.97166], [-2.06416, 2.95047, -2.48331], [-1.12132, 3.59990, -3.83595], [-2.33366, 5.11654, -1.59561], [-3.70439, 4.03232, -1.18917], [-3.56140, 4.75243, -2.83295], [-0.38173, 4.29701, -3.42528], [-1.78066, 4.14161, -4.51733], [-0.62406, 2.77324, -4.33685]],
  "lowdin_spin": [2.41, 0.02, 0.03, 0.14, 0.01, 0.03, 0.00, 0.01, 0.03, 0.01, 0.02, 0.06, 0.00, 0.04, 0.02, 0.02, 0.03, 0.00, 0.00, 0.00, 0.00, 0.00, 0.00, 0.00, 0.00, 0.00, 0.00, 0.00, 0.00, 0.00, 0.00, 0.00, 0.00, 0.00, 0.01, 0.01, 0.00, 0.01, 0.00, 0.05, 0.02, 0.01, 0.00, 0.00, 0.01, 0.00, 0.00, 0.00, 0.00, 0.00, 0.00, 0.00, 0.00, 0.01, 0.00, 0.08, 0.74, 0.08, 0.03, 0.00, 0.02, 0.03, 0.02, 0.00],
  "lumo_ev": [-8.87, -12.12],
  "energy_ev": -79721.9787,
  "total_charge": 3,
  "orbital_gap_ev": [7.66, 4.41],
  "multiplicity": 5,
  "largest_force_ev_per_a": 0.23,
  "homo_energy_ha": [-0.60744, -0.60745]
}

***

{
  "formula": "C20H30BeF3HfN2O16Zn",
  "method": "the ωB97M-V functional and the def2-TZVPD basis",
  "symbols": ["Zn", "Hf", "Be", "C", "O", "O", "C", "F", "F", "F", "C", "C", "H", "H", "H", "H", "H", "H", "N", "O", "O", "O", "N", "O", "O", "O", "O", "C", "O", "C", "C", "C", "H", "H", "H", "H", "H", "H", "O", "C", "O", "C", "C", "C", "H", "H", "H", "H", "H", "H", "O", "C", "O", "C", "C", "C", "H", "H", "H", "H", "H", "H", "O", "C", "O", "C", "C", "C", "H", "H", "H", "H", "H", "H"],
  "coordinates": [[-8.36392, -19.24442, -8.08944], [-14.30914, -16.77328, -6.23991], [-9.56016, -18.56250, -11.26149], [-9.66948, -21.01340, -10.68839], [-10.11581, -20.24877, -11.83595], [-9.07960, -20.08158, -9.80163], [-10.79253, -22.07466, -10.18341], [-10.69710, -22.23762, -8.85713], [-12.01782, -21.69581, -10.47616], [-10.55311, -23.28500, -10.74594], [-10.53968, -20.93939, -13.03862], [-9.38068, -20.77245, -14.05868], [-9.39544, -21.48736, -14.88165], [-9.32830, -19.78678, -14.52266], [-8.44101, -20.94894, -13.53297], [-11.40401, -20.41972, -13.45282], [-10.79312, -21.98880, -12.88976], [-8.86691, -21.59043, -11.15473], [-11.35218, -18.13684, -8.12835], [-11.31656, -18.08679, -9.35364], [-10.34345, -18.57951, -7.57565], [-12.29529, -17.67327, -7.49211], [-11.52633, -17.16486, -3.83224], [-12.44818, -17.13217, -4.69811], [-10.71933, -18.06158, -3.86524], [-11.57649, -16.31856, -2.94034], [-12.55224, -15.12674, -6.44294], [-11.62504, -14.47531, -6.93571], [-10.83599, -15.00426, -7.87636], [-9.77825, -14.08550, -8.23751], [-10.35319, -12.75713, -7.77739], [-11.17854, -13.09615, -6.57822], [-9.50849, -14.03104, -9.29116], [-8.86209, -14.29268, -7.68293], [-11.12173, -12.41101, -8.46974], [-9.56050, -12.03842, -7.57618], [-11.97816, -12.40966, -6.30674], [-10.60224, -13.43185, -5.70778], [-13.90939, -19.11928, -5.73788], [-13.99398, -20.35608, -5.83370], [-14.35216, -21.14689, -4.78748], [-14.20587, -22.51611, -5.12737], [-14.45019, -22.55150, -6.60292], [-13.71463, -21.22699, -7.03738], [-14.90030, -23.07560, -4.50139], [-13.22795, -22.91258, -4.84935], [-15.51617, -22.57327, -6.83390], [-14.14433, -23.49767, -7.04967], [-14.09440, -20.84146, -7.98250], [-12.65508, -21.45498, -7.15933], [-14.90820, -18.12660, -8.08424], [-15.41781, -18.49419, -9.12099], [-16.75246, -18.43032, -9.26607], [-17.20575, -19.02025, -10.48213], [-16.01000, -19.92874, -10.92672], [-14.83792, -19.08443, -10.41422], [-17.21393, -18.28136, -11.28376], [-18.15791, -19.53132, -10.35990], [-16.05556, -19.98250, -12.01302], [-15.95388, -20.89526, -10.42731], [-14.58222, -18.18122, -10.97321], [-13.92018, -19.64045, -10.22382], [-8.74479, -20.93478, -6.94752], [-8.68004, -21.52840, -5.86493], [-7.51900, -21.99865, -5.49640], [-7.46217, -22.09302, -4.05405], [-8.91567, -21.97868, -3.55322], [-9.76397, -21.76215, -4.85855], [-6.79374, -21.40481, -3.54212], [-7.21227, -23.15181, -3.99602], [-9.09348, -21.20524, -2.80753], [-9.33149, -22.88884, -3.12370], [-10.50993, -20.96769, -4.82061], [-10.39391, -22.62891, -5.06290]],
  "mulliken_charge": [1.19, 2.25, 0.83, 0.64, -0.28, -0.51, 0.53, -0.20, -0.21, -0.23, -0.29, -1.21, 0.36, 0.39, 0.35, 0.35, 0.39, 0.51, 0.84, -0.54, -0.32, 0.11, 0.70, -0.34, -0.45, -0.44, -0.72, 0.25, -0.05, -0.44, -0.66, -0.33, 0.36, 0.36, 0.29, 0.38, 0.44, 0.30, -0.45, 0.48, -0.32, -0.40, -0.72, 0.68, 0.41, 0.12, 0.34, 0.46, -0.24, -0.18, -0.58, 0.47, -0.34, -0.46, -0.74, 0.22, 0.32, 0.41, 0.39, 0.31, 0.38, -0.13, -0.71, 0.31, -0.30, -0.39, -0.68, 0.17, 0.31, 0.33, 0.35, 0.30, 0.07, 0.23],
  "lumo_ev": -17.28,
  "energy_ev": -115175.6367,
  "total_charge": 5,
  "orbital_gap_ev": 4.51,
  "multiplicity": 1,
  "largest_force_ev_per_a": 9.56,
  "homo_energy_ha": -0.80089
}

***

{
  "formula": "C20H30BrF2N3P",
  "method": "the ωB97M-V functional and the def2-TZVPD basis",
  "symbols": ["C", "C", "C", "C", "C", "P", "C", "C", "C", "C", "C", "C", "C", "C", "N", "C", "F", "N", "N", "Br", "H", "H", "H", "H", "H", "H", "H", "H", "H", "H", "H", "H", "H", "H", "H", "H", "H", "H", "H", "H", "H", "H", "H", "H", "H", "F", "C", "C", "C", "C", "C", "C", "H", "H", "H", "H", "H"],
  "coordinates": [[0.94052, 2.95474, -0.41707], [2.42356, 2.49795, -0.45915], [2.78063, 1.39419, -1.52554], [1.57745, 0.84665, -2.29352], [1.02117, -0.40337, -1.87800], [1.63464, -1.43180, -0.45066], [0.13811, -1.57397, 0.68031], [2.15145, -3.12239, -1.05182], [3.06371, -2.90348, -2.32364], [-0.11028, -0.78552, -2.67574], [-0.95450, -2.03275, -2.47458], [-2.36145, -1.59798, -1.85846], [-2.97219, -2.69315, -0.89585], [-3.77052, -2.01372, 0.28502], [-3.03559, -2.00811, 1.55067], [-0.44414, 0.09531, -3.74399], [-1.46475, -0.28856, -4.50550], [0.07415, 1.21889, -4.10882], [1.07302, 1.52889, -3.31003], [1.84848, 3.19364, -3.74657], [0.67783, 3.70624, -1.18413], [0.21206, 2.12147, -0.38564], [0.80110, 3.48687, 0.54688], [3.10780, 3.36004, -0.57084], [2.65079, 2.08756, 0.54426], [3.60860, 1.68384, -2.20000], [3.19386, 0.54267, -0.95202], [-0.46002, -0.66140, 0.50474], [0.54032, -1.62314, 1.70121], [-0.43555, -2.45889, 0.37229], [1.30526, -3.80234, -1.25553], [2.77177, -3.61014, -0.27749], [2.45987, -2.97707, -3.24316], [3.57674, -1.92321, -2.25053], [3.85690, -3.66604, -2.27728], [-1.15523, -2.53770, -3.43247], [-0.44839, -2.69170, -1.75098], [-3.05147, -1.51710, -2.71830], [-2.27939, -0.62643, -1.33350], [-2.15917, -3.34649, -0.52580], [-3.65815, -3.31649, -1.49541], [-4.03659, -0.98560, -0.02715], [-4.73160, -2.56293, 0.36635], [-2.76068, -1.07852, 1.84119], [-2.25533, -2.64898, 1.53966], [-1.09730, 0.19019, 3.69852], [-0.75425, 1.43702, 4.08596], [0.37818, 1.61645, 4.85620], [0.73251, 2.89983, 5.24923], [-0.05396, 3.98294, 4.87642], [-1.19225, 3.78479, 4.10575], [-1.54364, 2.50372, 3.70209], [0.97346, 0.75895, 5.14367], [1.62132, 3.05507, 5.84708], [0.22160, 4.98257, 5.18801], [-1.80746, 4.62816, 3.81919], [-2.42307, 2.33034, 3.09440]],
  "nbo_charge": [-0.64, -0.40, -0.49, 0.29, -0.27, 0.75, -0.91, -0.69, -0.62, 0.05, -0.45, -0.39, -0.41, -0.21, -0.84, 0.56, -0.28, -0.18, -0.17, 0.36, 0.22, 0.20, 0.25, 0.23, 0.23, 0.25, 0.27, 0.24, 0.27, 0.22, 0.22, 0.26, 0.22, 0.20, 0.24, 0.26, 0.23, 0.23, 0.20, 0.19, 0.22, 0.19, 0.19, 0.37, 0.36, -0.34, 0.39, -0.29, -0.19, -0.22, -0.19, -0.29, 0.23, 0.22, 0.22, 0.22, 0.23],
  "lumo_ev": -4.68,
  "energy_ev": -110454.0712,
  "total_charge": 1,
  "orbital_gap_ev": 6.63,
  "multiplicity": 1,
  "largest_force_ev_per_a": 3.72,
  "homo_energy_ha": -0.41585
}